{"formula": "C6H12O", "method": "ωB97M-V with the def2-TZVPD basis set", "e_homo_ev": -9.6, "homo_lumo_gap_ev": 10.5, "de_lowest_kcal_mol": 27.91, "total_charge": 0, "symbols": ["C", "C", "C", "C", "O", "H", "H", "H", "H", "H", "H", "H", "H", "C", "C", "H", "H", "H", "H"], "coordinates": [[-0.528696, -1.485636, -0.434850], [-0.031731, -0.211854, -1.128023], [1.302623, 0.283762, -0.596983], [2.486561, -0.651688, -0.719033], [1.425358, 1.389479, -0.110653], [-1.560705, -1.699398, -0.731098], [0.077926, -2.358357, -0.699477], [-0.516809, -1.369691, 0.654222], [-0.750799, 0.601447, -1.000875], [0.075611, -0.398198, -2.205406], [2.302727, -1.590839, -0.185805], [2.655566, -0.904334, -1.772501], [3.375030, -0.167562, -0.310094], [-2.239665, 1.034911, 1.414733], [-1.202913, 1.827751, 1.663483], [-2.839313, 0.602089, 2.211563], [-2.535172, 0.782205, 0.397815], [-0.912677, 2.076533, 2.681704], [-0.582913, 2.239378, 0.871272]], "forces_ev_per_angstrom": [[0.0, -0.1, 0.0], [0.0, 0.1, 0.0], [0.1, 0.2, 0.0], [0.1, 0.0, 0.0], [0.0, -0.4, -0.2], [0.2, 0.0, 0.0], [-0.1, 0.1, 0.1], [0.0, 0.0, -0.2], [0.1, -0.1, 0.0], [0.0, 0.0, 0.1], [0.0, 0.1, -0.1], [0.0, 0.0, 0.1], [-0.1, -0.1, -0.1], [0.1, 0.1, 0.0], [-0.1, -0.1, 0.0], [0.1, 0.1, -0.1], [0.0, 0.1, 0.2], [-0.1, -0.1, -0.1], [-0.1, -0.1, 0.1]]}